No. 1
Computed, not measured: one molecule with the formula C4H8O2 at a distorted geometry, with ωB97M-V/def2-TZVPD.

Results
structure (SMILES) = CC1(O)COC1
relative energy (zero: lowest compared OMol25 entry of this formula, charge and spin) = 3.621 eV
strongest force on any atom = 3.9 eV Å⁻¹
LUMO energy = 0.9 eV
molar mass = 88.11 g mol⁻¹

Geometry as ORCA input:
```
! RIJCOSX wB97M-V def2-TZVPD def2/J DEFGRID3
* xyz 0 1
C -0.299 -0.102 1.542
C 0.029 0.435 0.179
O 0.769 1.619 0.189
C -1.009 0.250 -0.914
O -0.418 -0.971 -1.368
C 0.850 -0.698 -0.796
H -0.672 -1.122 1.431
H -1.069 0.514 2.021
H 0.593 -0.084 2.177
H 1.314 0.928 -0.308
H -0.940 1.051 -1.664
H -2.044 0.105 -0.598
H 1.576 -0.374 -1.602
H 1.321 -1.552 -0.290
*
```

=====

No. 2
Computed, not measured: C4H8N3O as an isolated structure at a distorted geometry, with ωB97M-V/def2-TZVPD.

Results
relative energy (zero: lowest compared OMol25 entry of this formula, charge and spin) = 5.060 eV
strongest force on any atom = 5.0 eV Å⁻¹
LUMO energy = -5.7 eV
molar mass = 114.13 g mol⁻¹

Geometry as ORCA input:
```
! RIJCOSX wB97M-V def2-TZVPD def2/J DEFGRID3
* xyz 1 1
C 0.137 0.159 -1.947
C -1.229 0.178 -1.337
C 0.058 -0.914 -0.142
C 0.278 1.571 0.751
N 0.900 -0.576 -1.265
N -1.246 -0.595 -0.218
N 0.500 -2.031 0.780
O 0.772 0.314 0.939
H 0.504 0.574 -2.904
H -2.072 0.755 -1.695
H 1.121 2.347 1.029
H -0.610 1.810 1.296
H 0.015 1.884 -0.391
H 1.531 -1.970 0.760
H 0.211 -2.959 0.355
H 0.214 -1.929 1.830
*
```

=====

No. 3
Computed, not measured: C21H19IrN3O2S as an isolated structure, with ωB97M-V/def2-TZVPD.

Results
relative energy (zero: lowest compared OMol25 entry of this formula, charge and spin) = 0.000 eV
strongest force on any atom = 0.1 eV Å⁻¹
LUMO energy = -3.3 eV
molar mass = 569.69 g mol⁻¹

Geometry as ORCA input:
```
! RIJCOSX wB97M-V def2-TZVPD def2/J DEFGRID3
* xyz 1 1
Ir -0.807 -0.211 -0.208
O -0.569 -1.090 -1.966
C -0.096 -2.311 -2.145
C 0.225 -2.676 -3.465
C 0.710 -3.926 -3.759
C 0.884 -4.888 -2.754
C 0.556 -4.564 -1.467
C 0.072 -3.281 -1.124
C -0.292 -3.079 0.244
N -0.653 -1.962 0.776
C -1.045 -1.892 2.191
C -2.017 -0.724 2.337
N -1.375 0.395 1.647
C -0.978 1.429 2.288
C -0.004 2.349 1.760
C 0.133 3.630 2.307
C 1.143 4.468 1.895
C 2.063 4.002 0.953
C 1.962 2.734 0.417
C 0.915 1.888 0.798
O 0.897 0.655 0.288
H 0.074 -1.934 -4.238
H 0.955 -4.173 -4.784
H 1.262 -5.871 -2.996
H 0.667 -5.298 -0.678
H -0.278 -3.961 0.884
H -0.152 -1.696 2.790
H -1.494 -2.830 2.517
H -2.204 -0.493 3.387
H -2.962 -0.953 1.841
H -1.339 1.581 3.304
H -0.572 3.954 3.064
H 1.239 5.461 2.309
H 2.878 4.643 0.640
H 2.686 2.366 -0.297
S -1.456 1.757 -1.349
C -0.304 2.097 -2.561
N -0.617 3.104 -3.415
C 0.174 3.532 -4.428
C 1.377 2.941 -4.644
C 1.757 1.891 -3.786
C 0.943 1.474 -2.768
H -1.513 3.554 -3.275
H -0.217 4.345 -5.022
H 2.011 3.276 -5.449
H 2.712 1.404 -3.932
H 1.234 0.677 -2.103
*
```

=====

No. 4
Computed, not measured: C24H19CoN5SSe3Te as an isolated structure, with ωB97M-V/def2-TZVPD.

Results
expectation value of S² = 0.78
strongest force on any atom = 1.0 eV Å⁻¹
LUMO energy (alpha / beta) = 4.4 / 4.4 eV
molar mass = 832.93 g mol⁻¹

Geometry as ORCA input:
```
! RIJCOSX wB97M-V def2-TZVPD def2/J DEFGRID3
* xyz -2 2
Co -1.408 -0.640 -1.512
N -5.082 -1.157 0.713
C -3.820 -0.940 0.156
S -3.716 -0.745 -1.555
N -2.828 -0.881 0.997
N -1.622 -0.707 0.366
C -0.505 -0.609 1.063
C -0.523 -0.486 2.541
C -0.019 0.653 3.162
C -0.022 0.769 4.545
C -0.537 -0.253 5.327
C -1.066 -1.383 4.714
C -1.066 -1.496 3.334
C 0.680 -0.666 0.265
C 1.972 -0.469 0.885
C 3.251 -0.371 0.459
C 3.361 0.476 -1.958
C 1.934 0.120 -2.464
N 0.374 -0.927 -1.031
H -5.705 -1.601 0.053
H -5.023 -1.654 1.592
H 0.366 1.456 2.545
H 0.371 1.665 5.011
H -0.528 -0.172 6.408
H -1.478 -2.183 5.317
H -1.477 -2.371 2.851
H 1.868 -0.314 1.954
H 3.976 -0.173 1.244
H 4.106 0.601 -2.752
H 1.820 0.141 -3.554
Se -1.373 -3.120 -1.273
Se -0.502 -4.113 -3.158
Te -1.692 -2.750 -4.922
Se -1.240 -0.479 -3.941
C 3.513 -1.962 -1.372
C 3.859 -0.556 -0.923
C 2.711 1.736 -1.423
C 1.466 1.384 -1.776
N 1.388 -1.112 -1.953
C 2.252 -2.189 -1.725
C 0.147 2.008 -1.590
C 0.190 3.397 -1.409
C -0.952 4.147 -1.221
C -2.175 3.494 -1.225
C -2.227 2.119 -1.393
C -1.087 1.315 -1.575
H 4.223 -2.768 -1.246
H 4.943 -0.450 -0.817
H 3.115 2.576 -0.871
H 1.809 -3.172 -1.849
H 1.157 3.889 -1.439
H -0.891 5.223 -1.092
H -3.094 4.055 -1.089
H -3.197 1.645 -1.391
*
```

=====

No. 5
Computed, not measured: C3H5LiO5 as an isolated structure at a distorted geometry, with ωB97M-V/def2-TZVPD.

Results
relative energy (zero: lowest compared OMol25 entry of this formula, charge and spin) = 0.000 eV
expectation value of S² = 0.75
strongest force on any atom = 2.5 eV Å⁻¹
LUMO energy (alpha / beta) = 3.4 / 3.4 eV
molar mass = 128.01 g mol⁻¹

Geometry as ORCA input:
```
! RIJCOSX wB97M-V def2-TZVPD def2/J DEFGRID3
* xyz -1 2
O -0.166 -1.315 -0.851
C 0.835 -0.852 -1.652
C 1.807 0.150 -1.098
O 1.254 1.403 -0.887
H -0.117 -0.941 0.051
H -2.702 -1.004 1.703
H 0.627 -0.959 -2.721
H 2.664 0.175 -1.808
H 2.226 -0.269 -0.148
Li 0.084 1.549 0.458
O -2.779 -0.052 1.939
C -1.577 0.540 1.799
O -1.584 1.773 1.607
O -0.574 -0.198 1.607
*
```

=====

No. 6
Computed, not measured: an isolated ion of composition C7H8IN2 and charge +1 at a distorted geometry, with ωB97M-V/def2-TZVPD.

Results
structure (SMILES) = N/C=c1\cccc\[n+]1=C/I
relative energy (zero: lowest compared OMol25 entry of this formula, charge and spin) = 2.006 eV
strongest force on any atom = 4.2 eV Å⁻¹
LUMO energy (alpha / beta) = -5.0 / -5.0 eV
molar mass = 247.06 g mol⁻¹

Geometry as ORCA input:
```
! RIJCOSX wB97M-V def2-TZVPD def2/J DEFGRID3
* xyz 1 1
N 1.781 1.049 -2.062
C 1.195 0.900 -0.859
C 0.312 -0.045 -0.359
C -0.546 -0.773 -1.162
C -1.750 -1.104 -0.673
C -2.095 -0.863 0.640
C -1.154 -0.413 1.519
N 0.093 -0.104 1.074
C 1.142 0.305 1.739
I 0.719 0.743 3.779
H 1.972 0.447 -2.786
H 2.307 1.952 -2.269
H 1.447 1.690 -0.167
H -0.446 -0.922 -2.194
H -2.543 -1.630 -1.345
H -3.160 -0.853 0.991
H -1.396 -0.330 2.611
H 2.122 -0.049 1.522
*
```

=====

No. 7
Computed, not measured: C19H46Cl7N2NaO9 as an isolated structure at a distorted geometry, with ωB97M-V/def2-TZVPD.

Results
expectation value of S² = 0.75
strongest force on any atom = 4.4 eV Å⁻¹
LUMO energy (alpha / beta) = 2.0 / 2.1 eV
molar mass = 717.74 g mol⁻¹

Geometry as ORCA input:
```
! RIJCOSX wB97M-V def2-TZVPD def2/J DEFGRID3
* xyz -1 2
Na -5.623 11.915 -22.386
Cl -7.600 13.119 -24.977
O -6.222 12.854 -25.248
O -8.134 14.114 -25.838
O -8.166 11.877 -25.246
O -7.767 13.520 -23.618
Cl -10.853 9.231 -22.730
C -9.020 9.066 -22.703
C -8.609 7.563 -22.761
Cl -8.995 6.652 -21.248
H -8.640 9.653 -21.867
H -8.611 9.590 -23.567
H -7.545 7.415 -22.943
H -9.103 7.079 -23.604
Cl -7.654 15.961 -31.546
C -8.264 15.766 -29.892
C -8.550 14.298 -29.619
Cl -7.292 13.266 -30.345
H -9.106 16.437 -29.725
H -7.420 16.138 -29.311
H -9.533 14.170 -30.072
H -8.661 14.010 -28.574
Cl -4.967 16.374 -24.228
C -6.316 17.186 -25.039
C -6.074 18.714 -25.172
Cl -4.544 18.834 -26.199
H -7.191 16.767 -24.541
H -6.447 16.591 -25.943
H -5.972 19.285 -24.250
H -6.886 19.184 -25.727
C -8.588 10.344 -28.234
O -9.796 10.947 -28.048
H -8.752 9.459 -28.849
H -8.073 11.067 -28.867
H -7.976 10.353 -27.332
H -9.563 11.681 -27.475
C -5.099 18.145 -30.423
O -5.161 16.801 -29.957
C -3.921 16.309 -29.562
C -4.138 14.926 -29.049
N -2.870 14.278 -28.896
C -2.355 14.493 -27.511
C -1.401 13.326 -27.238
O -1.975 12.038 -27.312
C -2.856 11.660 -26.290
H -4.578 18.093 -31.379
H -4.492 18.762 -29.759
H -6.055 18.669 -30.415
H -3.437 16.835 -28.740
H -3.315 16.310 -30.468
H -4.535 14.383 -29.906
H -4.893 14.762 -28.280
H -3.185 13.352 -29.148
H -3.193 14.372 -26.824
H -1.872 15.462 -27.383
H -0.998 13.454 -26.234
H -0.469 13.437 -27.792
H -2.953 10.579 -26.184
H -3.852 12.030 -26.532
H -2.392 12.054 -25.386
C -12.119 14.161 -28.582
O -12.042 15.375 -27.899
C -10.876 15.609 -27.044
C -10.904 16.997 -26.366
N -12.217 17.143 -25.812
C -12.498 18.572 -25.472
C -14.012 18.594 -25.210
O -14.626 18.273 -26.489
C -15.964 18.631 -26.521
H -13.100 14.143 -29.056
H -12.010 13.265 -27.970
H -11.401 14.105 -29.401
H -9.926 15.517 -27.570
H -10.786 14.839 -26.278
H -10.719 17.841 -27.031
H -10.168 17.031 -25.562
H -12.730 16.829 -26.623
H -12.284 19.304 -26.252
H -11.838 18.816 -24.640
H -14.445 19.561 -24.955
H -14.319 17.922 -24.409
H -15.886 19.706 -26.365
H -16.304 18.181 -25.588
H -16.475 18.335 -27.437
*
```

=====

No. 8
Computed, not measured: one molecule with the formula C15H24N2O, with ωB97M-V/def2-TZVPD.

Results
structure (SMILES) = CCCCCCCCCC(=O)Nc1cccnc1
relative energy (zero: lowest compared OMol25 entry of this formula, charge and spin) = 0.274 eV
strongest force on any atom = 0.6 eV Å⁻¹
LUMO energy = 0.6 eV
molar mass = 248.37 g mol⁻¹

Geometry as ORCA input:
```
! RIJCOSX wB97M-V def2-TZVPD def2/J DEFGRID3
* xyz 0 1
C 3.104 -4.092 3.904
C 1.662 -4.332 4.334
C 0.792 -3.077 4.256
C 0.559 -2.588 2.828
C -0.412 -1.410 2.783
C -0.641 -0.909 1.359
C -1.619 0.264 1.321
C -1.969 0.717 -0.094
C -0.788 1.345 -0.831
C -1.217 1.925 -2.170
O -2.349 1.890 -2.588
N -0.165 2.492 -2.842
C -0.163 3.123 -4.085
C -1.294 3.269 -4.886
C -1.161 3.916 -6.102
C 0.085 4.393 -6.479
N 1.163 4.257 -5.724
C 1.042 3.643 -4.566
H 3.546 -3.288 4.487
H 3.697 -4.991 4.056
H 3.159 -3.826 2.851
H 1.658 -4.694 5.365
H 1.222 -5.113 3.709
H -0.177 -3.295 4.713
H 1.258 -2.279 4.840
H 1.508 -2.283 2.384
H 0.158 -3.408 2.228
H -0.018 -0.594 3.394
H -1.367 -1.713 3.217
H 0.319 -0.608 0.934
H -1.034 -1.725 0.749
H -1.200 1.104 1.881
H -2.541 -0.037 1.824
H -2.773 1.454 -0.049
H -2.339 -0.130 -0.674
H -0.010 0.601 -1.012
H -0.357 2.148 -0.226
H 0.738 2.464 -2.387
H -2.245 2.883 -4.556
H -2.017 4.045 -6.746
H 0.235 4.904 -7.420
H 1.952 3.556 -3.983
*
```

=====

In the order shown, the computed energy values come out to -307.57935; -396.35028; -1628.73805; -10452.99052; -501.14240; -678.40180; -4921.44068; -770.74533 Ha.